DFT (the ωB97M-V functional and the def2-TZVPD basis) results for a cluster of 3 separate species, C24H42BBrN8O10PS2 in total at a distorted geometry.

Each line ends with the Löwdin charge.
CARTESIAN COORDINATES (ANGSTROEM)
1 N 0.969 -5.796 -2.011  -0.2752
2 H -6.920 -0.861 6.975  0.1386
3 O -0.967 5.023 -1.761  -0.2005
4 C -6.601 -0.051 6.322  -0.1639
5 H -1.154 2.719 1.655  0.0856
6 P 1.789 -4.748 -1.128  0.8031
7 Br -2.387 -2.644 2.173  0.9089
8 H 2.514 -0.917 -0.652  0.0872
9 H 5.255 1.016 1.336  0.1030
10 O 1.588 1.739 -3.587  0.1142
11 H -2.734 2.591 1.105  0.0853
12 C 1.397 1.979 -2.427  -0.4103
13 O -2.953 5.244 -3.139  -0.1790
14 H 4.356 -1.919 -4.262  0.1052
15 N -2.801 0.610 2.550  0.0614
16 H 6.955 0.592 -0.574  0.1031
17 C -0.273 -3.474 0.361  -0.2777
18 C 3.872 -2.415 -3.388  -0.0607
19 N -0.496 0.425 1.976  0.0898
20 C 4.444 2.152 -2.498  -0.0003
21 H -0.003 -5.468 0.679  0.0889
22 H -7.434 -0.499 4.361  0.1380
23 C -2.064 6.346 -3.351  -0.1584
24 C 3.496 2.347 -1.405  -0.2381
25 H -2.379 0.698 -0.672  0.0929
26 C 3.776 1.962 -0.024  -0.0356
27 H 0.125 -2.864 -3.961  0.1277
28 H -0.477 -0.467 2.465  0.0425
29 O -5.593 0.463 4.272  -0.2004
30 N 2.213 2.971 -1.722  0.0866
31 H 2.255 -3.324 3.316  0.0940
32 C -1.257 -1.208 -0.237  -0.0985
33 H -7.291 0.790 6.422  0.1370
34 H -1.537 0.370 -2.356  0.1186
35 H 1.782 3.225 -0.829  0.1115
36 H -2.398 7.176 -2.725  0.1372
37 H 0.781 0.941 -0.629  0.1053
38 O -3.189 4.805 -0.727  -0.2118
39 H 3.004 2.169 0.757  0.1070
40 H -6.013 -1.477 4.800  0.1309
41 H 0.935 -6.650 -1.433  -0.0249
42 C -0.356 -1.157 -1.398  -0.0752
43 H -0.087 -4.265 3.283  0.0927
44 H -2.339 0.385 3.432  0.0461
45 N 0.530 -2.194 -1.624  0.1097
46 C -0.447 0.094 -2.312  -0.0635
47 S -4.581 1.049 5.387  0.6255
48 C 0.599 -3.312 -0.803  -0.1708
49 H -0.022 6.645 -2.658  0.1399
50 C -0.705 5.836 -2.911  -0.1607
51 C -2.246 -0.071 0.124  -0.0641
52 H 1.155 -2.249 2.407  0.0681
53 H 4.686 -2.629 -2.637  0.0976
54 C 5.717 1.497 -2.173  -0.0626
55 N -0.235 -4.626 1.202  -0.0513
56 O -5.293 0.403 6.682  -0.1818
57 H -0.132 -0.069 -3.371  0.1332
58 H 6.441 1.308 -2.999  0.1048
59 H 2.158 -5.275 0.155  0.0334
60 H -3.257 -0.539 0.293  0.1153
61 O -3.311 0.426 5.227  -0.2469
62 C 1.639 -3.262 2.374  -0.0900
63 C -1.825 0.763 1.456  -0.6062
64 C 5.045 1.315 0.289  -0.0871
65 C 3.289 -1.431 -1.277  -0.0759
66 N 2.837 -1.580 -2.697  -0.0286
67 B 1.510 -2.151 -2.788  -0.6637
68 H -0.250 5.205 -3.678  0.1347
69 O -2.334 3.026 -2.259  -0.2419
70 H 2.997 -4.305 -1.733  0.0121
71 H -0.487 2.057 -1.308  0.0882
72 H -2.074 6.653 -4.395  0.1405
73 O 1.075 -2.650 -4.017  0.1800
74 H 1.107 -5.442 2.624  0.1245
75 H -3.539 -0.055 2.336  0.0304
76 S -2.449 4.393 -1.868  0.6174
77 C -1.231 -2.399 0.647  -0.4327
78 H 4.219 2.480 -3.539  0.1171
79 H 3.426 -2.461 -0.830  0.0636
80 H 4.246 -0.845 -1.240  0.0826
81 H 3.453 -3.411 -3.676  0.0841
82 N -1.799 2.188 1.071  0.0716
83 H 0.241 0.507 1.279  0.0557
84 H 2.379 -3.331 1.531  0.0555
85 O -4.745 2.457 5.440  -0.2011
86 C 0.616 -4.451 2.425  -0.2435
87 C 0.282 1.290 -1.579  -0.0669
88 C 5.985 1.103 -0.795  -0.1112
89 C -6.475 -0.489 4.875  -0.1667

The net charge is +1. The calculation puts the highest occupied orbital energy at -10.949 eV. As for the multiplicity: 1. The lowest unoccupied orbital energy is -4.02 eV. The calculated total energy is -159634.9491 eV.